Entry from the Open Molecules 2025 dataset: 11 unconnected molecules or ions with the total composition C44H121N11O11 (ωB97M-V/def2-TZVPD).

Output
- HOMO-LUMO gap: 9.06 eV
- HOMO: -8.76 eV
- Energy relative to the best compared isomer or geometry (same formula, charge and spin): 520.7 kJ/mol
- SMILES string: COC[C@H](C)N.COC[C@H](C)N.COC[C@H](C)N.COC[C@H](C)N.COC[C@H](C)N.COC[C@H](C)N.COC[C@H](C)N.COC[C@H](C)N.COC[C@H](C)N.COC[C@H](C)N.COC[C@H](C)N
- LUMO level: 0.3 eV

ORCA input file:
```
! RIJCOSX wB97M-V def2-TZVPD def2/J DEFGRID3
* xyz 0 1
C -9.3157 -0.0225 -4.1822
O -8.3220 -1.0645 -4.1066
C -7.4196 -1.1931 -5.2339
C -6.4199 -2.3818 -5.1770
C -5.5009 -2.4713 -3.9616
N -5.5982 -2.3251 -6.3534
H -10.1449 -0.1750 -4.8730
H -8.8974 0.8821 -4.6237
H -9.7342 0.1712 -3.1945
H -7.9106 -1.2220 -6.2066
H -6.8917 -0.2395 -5.2414
H -7.0323 -3.2736 -5.0434
H -4.9708 -3.4238 -3.9573
H -6.0007 -2.4068 -2.9951
H -4.8112 -1.6278 -3.9314
H -6.1881 -2.6123 -7.1213
H -4.8002 -2.9429 -6.3945
C -2.3270 0.3949 -12.1172
O -2.6272 1.2377 -11.0357
C -2.6785 0.6062 -9.8046
C -2.7374 1.6294 -8.5727
C -1.4826 2.5396 -8.6112
N -2.6352 0.8874 -7.3917
H -2.9912 -0.4690 -12.1388
H -1.2961 0.0432 -12.0760
H -2.4305 0.8884 -13.0836
H -3.5489 -0.0284 -9.6380
H -1.8436 -0.0931 -9.7592
H -3.6017 2.2872 -8.6642
H -1.7125 3.4053 -7.9900
H -1.1853 2.9603 -9.5718
H -0.6732 2.0111 -8.1074
H -1.9162 0.1782 -7.4056
H -3.4762 0.3290 -7.3598
C 2.4568 2.9674 1.2931
O 1.2754 2.2779 1.4367
C 0.7506 1.5720 0.2606
C 1.5998 0.3679 -0.1268
C 0.9318 -0.2908 -1.3316
N 1.6510 -0.5926 0.9021
H 3.2396 2.2181 1.1759
H 2.8483 3.4649 2.1804
H 2.4719 3.6783 0.4669
H -0.2220 1.3590 0.7041
H 0.6290 2.2403 -0.5919
H 2.6134 0.6923 -0.3624
H 1.4870 -1.1960 -1.5776
H 0.8163 0.3400 -2.2130
H -0.0645 -0.6604 -1.0887
H 1.6876 -0.3097 1.8710
H 0.7993 -1.1326 0.8467
C 2.7746 -5.5814 8.7393
O 2.7765 -5.7693 7.3087
C 3.5480 -4.7566 6.6684
C 3.4037 -4.8242 5.1280
C 4.1395 -6.0943 4.5858
N 3.9706 -3.6935 4.5692
H 2.1960 -4.7768 9.1929
H 3.8101 -5.4075 9.0319
H 2.3606 -6.5273 9.0885
H 3.1493 -3.8178 7.0528
H 4.5961 -4.7598 6.9675
H 2.3325 -4.9031 4.9424
H 3.5035 -6.9756 4.6682
H 5.0638 -6.3885 5.0829
H 4.3746 -6.0662 3.5218
H 3.5440 -2.9065 5.0368
H 3.6719 -3.6623 3.6049
C -4.9313 -6.7039 -0.4033
O -3.9148 -5.8518 0.0047
C -2.6436 -6.4580 0.2781
C -1.4723 -5.5105 0.2564
C -0.0828 -6.1837 0.3267
N -1.5276 -4.4926 1.3023
H -5.9420 -6.3074 -0.3062
H -4.9220 -7.6575 0.1247
H -4.8914 -6.8864 -1.4772
H -2.7274 -7.0175 1.2098
H -2.4472 -7.1695 -0.5240
H -1.5442 -4.9586 -0.6808
H 0.0669 -6.7195 1.2641
H 0.7633 -5.5201 0.1483
H -0.0883 -6.9511 -0.4474
H -2.4720 -4.1446 1.3866
H -1.4467 -4.9856 2.1801
C -10.0653 -2.9267 1.0714
O -8.9023 -2.9655 1.8635
C -7.8790 -2.1176 1.3805
C -6.7253 -2.0149 2.4806
C -5.6049 -1.2324 1.8907
N -6.1711 -3.3145 2.7922
H -10.8956 -3.1726 1.7333
H -10.0056 -3.5614 0.1872
H -10.2541 -1.9080 0.7325
H -7.5127 -2.4723 0.4171
H -8.2540 -1.1374 1.0862
H -7.1892 -1.6456 3.3952
H -5.9430 -0.2396 1.5938
H -5.1185 -1.6299 0.9999
H -4.8502 -0.9963 2.6409
H -6.9584 -3.7989 3.1993
H -6.0976 -3.8209 1.9215
C -0.8271 -7.8719 -5.2060
O -0.4032 -7.0596 -6.3452
C 0.0984 -5.7721 -5.9981
C 0.0259 -4.9396 -7.2771
C 0.6237 -3.5346 -7.1702
N -1.3573 -4.7923 -7.7584
H -1.2445 -8.7660 -5.6692
H -1.5796 -7.3932 -4.5793
H 0.0543 -8.2017 -4.6561
H -0.4354 -5.3582 -5.1426
H 1.1528 -5.8605 -5.7365
H 0.5428 -5.4754 -8.0732
H 0.0252 -2.8158 -6.6106
H 0.8066 -3.1710 -8.1814
H 1.5844 -3.5968 -6.6591
H -1.2741 -4.7442 -8.7638
H -1.7418 -5.7170 -7.6270
C 5.3948 8.3928 8.0537
O 5.4381 8.3367 6.6685
C 6.6187 8.9498 6.0873
C 6.5798 8.6950 4.5711
C 6.8870 7.2302 4.3013
N 7.6366 9.5446 3.9976
H 6.3346 8.0130 8.4544
H 4.5955 7.7536 8.4288
H 5.2779 9.4125 8.4207
H 6.5682 10.0183 6.2964
H 7.4991 8.5282 6.5724
H 5.6276 8.9390 4.1001
H 6.1178 6.5784 4.7154
H 7.8629 6.8440 4.5956
H 6.8548 7.0573 3.2256
H 7.4044 10.5208 4.1129
H 8.4441 9.4686 4.5995
C 9.2182 2.9593 2.8196
O 10.2858 3.8520 2.6254
C 10.7335 4.0228 1.2909
C 11.9123 5.0734 1.3276
C 11.5117 6.4402 1.9161
N 12.4651 5.4089 0.0319
H 9.5693 2.0627 2.3087
H 8.3084 3.3735 2.3851
H 9.1265 2.8388 3.8990
H 11.1142 3.1149 0.8231
H 9.8903 4.4366 0.7377
H 12.7985 4.7900 1.8954
H 10.7194 6.9096 1.3330
H 12.3250 7.1655 1.9367
H 11.1087 6.2777 2.9158
H 13.2336 6.0523 0.1568
H 11.7718 5.9791 -0.4310
C 2.7209 0.1256 10.1362
O 2.4758 0.5805 8.8045
C 3.5862 1.0152 8.1064
C 3.1442 1.7191 6.7954
C 2.1924 2.9206 7.0518
N 2.4276 0.8919 5.8688
H 3.2438 0.8300 10.7831
H 3.3296 -0.7763 10.0731
H 1.7923 -0.1566 10.6323
H 4.1801 1.6210 8.7909
H 4.1733 0.1458 7.8103
H 3.9876 2.0755 6.2040
H 1.3857 2.6002 7.7110
H 1.8373 3.4928 6.1948
H 2.7161 3.7225 7.5723
H 1.6539 0.4522 6.3465
H 2.0083 1.4625 5.1486
C -7.6071 3.8619 -0.7182
O -6.8582 4.2831 -1.8406
C -5.6144 3.6371 -1.9971
C -4.8188 4.3311 -3.1188
C -5.5826 4.3138 -4.4527
N -3.4435 3.8049 -3.3256
H -7.0034 3.5080 0.1176
H -8.2579 3.0494 -1.0414
H -8.2544 4.6281 -0.2915
H -5.0316 3.5318 -1.0821
H -5.8979 2.6573 -2.3816
H -4.5635 5.3437 -2.8065
H -5.0234 4.7612 -5.2744
H -6.5525 4.7939 -4.3228
H -5.8836 3.3145 -4.7673
H -3.4144 2.9636 -3.8837
H -2.7484 4.4336 -3.7020
*
```